1.
Below is 9 unconnected molecules or ions with the total composition C7H31NO8 at a distorted geometry, with properties calculated with ωB97M-V/def2-TZVPD.

Properties
total energy: -25633.62496 eV
E_HOMO: -9.665 eV
maximum force: 1.01 eV/A
orbital gap: 10.2 eV

Last column: Löwdin charge in e.
Atoms and positions in Å:
C: -3.37150 1.99399 -0.05439  -0.061
C: -2.10865 2.06563 0.79978  -0.448
C: -1.38452 0.72907 0.78848  -0.175
C: -0.46546 0.59328 -0.43683  -0.185
C: 2.88986 2.50375 0.08805  -0.102
C: 1.80369 1.47616 0.14174  -0.174
C: 0.61932 1.64115 -0.45141  -0.127
N: -2.39022 2.45240 2.19899  0.023
H: -4.12145 1.29899 0.33184  0.082
H: -3.11775 1.63454 -1.05683  0.075
H: -3.84046 2.97605 -0.14782  0.075
H: -1.43899 2.84876 0.41144  0.132
H: -2.08498 -0.11555 0.78419  0.122
H: -0.75392 0.60790 1.67305  0.089
H: -1.07402 0.65423 -1.34050  0.103
H: -0.02583 -0.40874 -0.44749  0.112
H: 3.79251 2.08598 -0.37846  0.077
H: 2.63614 3.38864 -0.48539  0.072
H: 3.20716 2.80106 1.09345  0.075
H: 2.06279 0.56685 0.67996  0.110
H: 0.37067 2.55042 -0.97777  0.107
H: -3.00962 1.79105 2.65294  0.091
H: -2.82892 3.36574 2.20165  0.086
H: 2.01048 -1.85766 -3.06051  0.010
H: 2.78187 -1.22608 -1.90489  0.054
O: 2.68979 -2.07463 -2.37672  -0.075
H: 1.05080 -0.32042 4.41158  0.058
H: 0.86851 0.69612 3.29167  0.006
O: 1.21670 -0.22480 3.46294  -0.090
H: 1.98349 -3.23555 -1.24171  0.019
H: 1.60181 -3.23591 0.30215  0.007
O: 1.51736 -3.74937 -0.53679  -0.094
H: -1.45691 -3.92431 -0.43134  0.060
H: -0.02854 -4.03335 -1.04459  0.014
O: -1.00361 -4.08349 -1.27496  -0.088
H: -1.43622 -3.06681 -2.54812  0.006
H: -2.02046 -3.14844 -3.98821  0.072
O: -1.68051 -2.50025 -3.33350  -0.100
H: 0.47718 -0.55174 -4.36184  0.051
H: -0.13059 -1.88405 -3.88605  0.012
O: 0.71554 -1.46324 -4.17912  -0.069
H: 1.77655 -3.03414 2.52136  0.051
H: 1.41001 -1.52242 2.21187  0.019
O: 1.68510 -2.39062 1.82219  -0.068
H: -0.56074 2.42786 2.91672  0.027
H: 0.74934 2.57703 2.14381  0.032
O: 0.41719 2.32492 3.01537  -0.074



2.
Below is 9 unconnected molecules or ions with the total composition C7H31NO8 at a distorted geometry, with properties calculated with ωB97M-V/def2-TZVPD.

Properties
total energy: -25629.08857 eV
E_HOMO: -8.629 eV
maximum force: 5.36 eV/A
orbital gap: 8.7 eV

Last column: Löwdin charge in e.
Atoms and positions in Å:
C: -0.86988 -0.83095 2.73512  -0.070
C: -1.74900 -1.35267 1.68033  -0.478
C: -1.19616 -1.16417 0.28404  -0.109
C: 0.17456 -1.96453 0.12593  -0.277
C: 1.29366 -1.21430 0.15266  -0.186
C: 2.68527 -1.58644 0.14666  -0.108
C: 0.03505 -3.45591 0.11903  -0.032
N: -2.91373 -0.52949 1.81817  0.042
H: -0.83233 0.22789 2.80659  0.038
H: 0.13054 -1.27656 2.78351  0.085
H: -1.43985 -0.90570 3.86147  0.155
H: -2.10730 -2.34685 1.91788  0.133
H: -0.98260 -0.10971 0.15752  0.082
H: -1.82370 -1.31792 -0.55206  0.091
H: 1.15815 -0.10872 0.12564  0.089
H: 2.83939 -2.45982 0.78444  0.077
H: 3.13818 -1.84828 -0.81467  0.067
H: 3.46434 -0.64531 0.33977  0.131
H: -0.43276 -3.72338 1.00640  0.060
H: -0.59888 -3.69382 -0.72599  0.081
H: 0.89109 -3.91157 -0.25727  0.062
H: -3.76601 -0.79614 1.33116  0.096
H: -3.19549 -0.24859 2.65064  0.002
H: 2.65791 1.86733 0.35601  0.021
H: 1.88237 2.94640 -0.01626  0.015
O: 2.06194 2.10313 -0.35870  -0.053
H: 0.57489 -1.65286 -2.18321  -0.026
H: -0.00364 -2.65791 -3.32120  0.090
O: 0.75402 -2.39429 -2.72772  -0.055
H: -1.33634 4.14829 -0.90873  0.038
H: -2.75804 4.05315 -0.34796  0.012
O: -1.86855 4.00927 -0.09349  -0.031
H: -2.21101 1.60282 -1.85878  -0.041
H: -1.65720 0.30992 -2.37889  0.054
O: -2.48594 0.75345 -2.03719  -0.035
H: 1.35298 -0.24375 -3.70544  -0.007
H: 0.98072 1.05503 -3.72167  -0.004
O: 0.58052 0.22953 -3.76217  0.014
H: 1.59287 1.44658 1.99945  -0.015
H: 2.64411 1.69712 2.97808  0.072
O: 2.52271 1.26372 2.11447  -0.064
H: 0.52176 3.51510 -1.68879  0.033
H: 0.45494 1.99598 -1.81108  -0.002
O: 0.30394 2.79721 -2.29408  -0.036
H: 0.11392 2.55701 0.43828  0.018
H: -0.62991 1.60364 1.49421  0.020
O: 0.04851 2.25710 1.35791  -0.049



3.
Below is 12 unconnected molecules or ions with the total composition C7H34O12 at a distorted geometry, with properties calculated with ωB97M-V/def2-TZVPD.

Properties
total energy: -32377.99172 eV
E_HOMO: -9.881 eV
maximum force: 3.20 eV/A
orbital gap: 9.8 eV

Last column: Löwdin charge in e.
Atoms and positions in Å:
O: -1.07922 -3.03285 -0.26443  0.029
C: -1.01853 -2.49206 0.82686  -0.208
C: 0.03628 -1.45484 1.05652  -0.161
C: -0.47098 -0.30590 1.90434  -0.128
C: -0.47913 1.05596 1.12997  -0.294
C: -1.59742 1.48215 0.55766  0.024
C: 0.79435 1.85241 1.12143  -0.221
C: 0.82346 2.79945 2.31582  -0.067
H: -1.39508 -3.13083 1.64659  0.134
H: 0.75468 -2.13849 1.51981  0.095
H: 0.50631 -1.07685 0.15695  0.100
H: 0.08545 -0.09160 2.81055  0.100
H: -1.55349 -0.31904 2.05624  0.108
H: -2.55942 0.99099 0.60290  0.088
H: -1.47142 2.39820 -0.01265  0.051
H: 1.67625 1.22931 1.05136  0.079
H: 0.88826 2.33711 0.13997  0.091
H: -0.10938 3.36092 2.35639  0.057
H: 1.68704 3.44841 2.42918  0.075
H: 0.75993 2.20695 3.23835  0.072
H: -2.75876 3.16200 2.54293  0.034
H: -2.67017 3.82629 1.12157  0.011
O: -2.54110 3.95572 2.05813  -0.044
H: -2.09097 2.23313 -2.42549  0.010
H: -2.35162 3.27688 -1.38782  0.005
O: -1.91321 3.18679 -2.24292  -0.084
H: 1.91433 -1.35655 -0.97044  0.022
H: 3.37853 -1.40382 -1.21660  0.059
O: 2.64534 -0.77833 -1.21442  -0.051
H: -0.62696 1.00743 -1.77625  0.012
H: -0.84177 0.43989 -3.10186  0.050
O: -1.34041 0.57991 -2.29165  -0.083
H: -3.04498 -1.21435 -1.62583  -0.011
H: -4.13014 -0.07070 -2.32897  0.035
O: -3.87969 -0.90175 -1.94605  -0.046
H: 2.23410 -3.86358 0.06194  0.049
H: 2.90595 -4.31083 -1.24626  0.055
O: 2.75861 -3.54779 -0.68093  -0.033
H: -1.12442 -2.12915 -2.05712  -0.024
H: -2.07061 -2.18738 -3.20592  0.033
O: -1.13159 -2.08555 -3.01584  -0.060
H: 2.17450 -1.06999 -3.76172  0.026
H: 1.44472 0.26948 -3.83795  -0.005
O: 2.06523 -0.28680 -4.31006  -0.049
H: 1.32564 2.25966 -2.06038  0.078
H: 2.15973 0.92534 -1.89232  0.031
O: 1.31368 1.35854 -1.72501  -0.068
H: 2.35168 -0.95585 2.73838  0.011
H: 2.72087 -0.28234 1.15275  0.004
O: 2.84667 -0.77216 1.95761  -0.035
H: -0.07151 -3.07860 4.02073  0.045
H: 1.20876 -2.26341 4.23436  0.038
O: 0.86164 -3.04160 3.78958  -0.039



4.
Below is 16 unconnected molecules or ions with the total composition C7H35BO23 at a distorted geometry, with properties calculated with ωB97M-V/def2-TZVPD.

Properties
total energy: -55603.21129 eV
charge: -2
E_HOMO: -1.070 eV
maximum force: 2.34 eV/A
orbital gap: 4.6 eV

Last column: Löwdin charge in e.
Atoms and positions in Å:
O: -0.04242 2.66971 -2.00677  0.094
C: 0.46819 1.86850 -1.26035  -0.357
O: -0.19330 1.26762 -0.30073  0.264
B: 0.61651 0.10997 0.10450  -0.900
O: 2.01170 0.44908 -0.27658  0.235
C: 1.94858 1.42658 -1.17309  -0.366
O: 2.88727 1.92489 -1.73407  0.124
O: 0.14824 -1.16221 -0.39478  0.244
C: -0.15401 -1.95921 0.61389  -0.366
O: -0.49833 -3.09726 0.46300  0.139
C: 0.03307 -1.17994 1.91131  -0.406
O: 0.58942 -0.01885 1.58721  0.210
O: -0.20284 -1.58364 2.99647  0.189
C: -3.55118 1.21588 0.66541  -0.092
C: -3.50328 -0.12807 1.42156  -0.698
C: -3.49385 0.14093 2.93772  -0.095
O: -4.45202 -1.02149 1.04958  -0.302
H: -3.47269 1.02066 -0.40549  0.063
H: -2.63066 1.73144 0.97548  0.049
H: -4.46499 1.77541 0.87558  0.060
H: -2.44999 -0.46121 1.21439  0.099
H: -3.67581 -0.83258 3.40588  0.056
H: -4.32229 0.72158 3.37213  0.056
H: -2.57871 0.65542 3.25406  0.056
O: 4.10773 1.35276 -4.33554  -0.047
H: 3.97187 2.15795 -4.84519  0.044
H: 3.47939 0.71998 -4.70402  0.049
O: -1.59010 -0.93081 -2.99099  -0.041
H: -1.55577 -0.14892 -3.55516  0.027
H: -0.67170 -1.20272 -2.88708  0.019
O: -0.24524 -5.36946 3.29693  -0.070
H: 0.70617 -5.25929 3.20438  0.003
H: -0.60223 -4.96022 2.50084  0.013
O: 1.13325 4.62294 0.44681  -0.041
H: 0.27045 4.64406 0.87775  0.046
H: 1.38558 3.69489 0.46118  0.020
O: 0.59177 2.06237 -4.65645  -0.069
H: 1.40488 2.44062 -4.30811  0.015
H: -0.05800 2.24561 -3.95313  0.009
O: 4.84284 -0.26524 -1.73058  -0.057
H: 4.71143 0.41224 -2.41312  0.006
H: 4.15578 -0.91762 -1.89966  0.038
O: 4.99034 1.92382 0.40859  -0.074
H: 4.33353 1.70887 -0.27327  -0.017
H: 5.46976 1.09890 0.52749  0.023
O: -3.43031 3.16132 -3.50387  -0.078
H: -2.51615 3.47883 -3.35855  -0.011
H: -3.58381 3.29199 -4.44425  0.022
O: 1.64480 -4.86980 1.19610  -0.042
H: 2.28013 -5.26203 0.58905  0.040
H: 1.40428 -4.02731 0.79400  0.017
O: -3.19345 -3.18931 2.44165  -0.095
H: -2.46981 -3.38437 1.83893  -0.010
H: -3.61717 -2.39509 2.06454  -0.024
O: -1.21651 4.89127 -3.18920  -0.072
H: -1.72443 5.46905 -2.60895  0.053
H: -0.66761 4.34808 -2.58627  0.018
O: 1.38409 1.60501 4.23759  -0.064
H: 0.80661 1.59726 3.46321  0.019
H: 2.27265 1.65586 3.86917  0.030
O: -0.58675 -5.01254 -1.88053  -0.066
H: 0.11650 -4.74681 -2.48001  0.019
H: -0.96567 -4.17914 -1.56296  0.021
O: 1.65766 -2.96703 5.58950  -0.075
H: 1.69823 -2.10781 6.02069  0.025
H: 0.85833 -2.92135 5.04219  0.025



5.
Below is 11 unconnected molecules or ions with the total composition C7H35NO10 at a distorted geometry, with properties calculated with ωB97M-V/def2-TZVPD.

Properties
total energy: -29787.91031 eV
E_HOMO: -8.484 eV
maximum force: 6.03 eV/A
orbital gap: 8.6 eV

Last column: Löwdin charge in e.
Atoms and positions in Å:
C: 1.70209 1.38262 0.21770  -0.253
N: 0.71964 0.59315 -0.41937  -0.098
C: 0.33013 -0.74673 -0.05823  -0.354
C: -1.14590 -0.96067 -0.41981  -0.159
C: -1.84741 0.13344 -1.15588  -0.180
C: -3.03901 -0.14492 -1.68991  0.020
C: 1.39303 -1.93748 -0.19598  -0.015
C: 2.99288 1.42869 -0.66604  -0.055
H: 1.79136 1.09387 1.23189  0.075
H: 1.13238 2.35790 0.14090  0.115
H: 1.10526 0.37799 -1.35778  0.095
H: 0.22942 -0.65933 1.02666  0.105
H: -1.09359 -1.78655 -1.10086  0.073
H: -1.72409 -1.14841 0.49240  0.121
H: -1.41100 1.08525 -0.89981  0.055
H: -3.38454 -1.19904 -1.63029  0.051
H: -3.73773 0.59293 -2.14526  0.071
H: 2.10497 -1.94301 0.64288  0.080
H: 0.81566 -2.88542 -0.27520  0.083
H: 1.87343 -2.03182 -1.12683  0.016
H: 2.98884 1.24232 -1.67847  0.015
H: 3.48673 2.42039 -0.59231  0.073
H: 3.78881 0.67313 -0.22953  0.115
H: 2.37173 -1.85310 -3.81163  0.138
H: 2.39497 -0.40663 -3.28286  -0.085
O: 2.68776 -1.21981 -3.02890  -0.061
H: -2.41162 -1.57274 4.14903  0.019
H: -2.77701 -2.04853 2.78749  0.039
O: -2.24292 -2.26366 3.53693  -0.019
H: -1.86384 4.47797 -1.34629  0.087
H: -1.62050 3.15055 -0.40669  0.032
O: -1.80112 3.48901 -1.27901  -0.062
H: -1.00232 2.09093 -2.49667  0.045
H: 0.59484 2.20240 -2.55797  -0.012
O: -0.15717 2.02688 -3.04206  -0.068
H: 2.92934 -1.16218 4.17880  -0.006
H: 1.41373 -1.11675 3.81682  -0.014
O: 2.21592 -0.61143 4.01043  -0.048
H: -3.18218 -4.20153 -1.97685  0.062
H: -2.12141 -3.02466 -1.60699  0.045
O: -2.75144 -3.37852 -2.34465  -0.124
H: 0.80660 0.45530 -3.89180  0.047
H: 0.74986 1.46827 -5.01421  0.010
O: 1.36427 0.95245 -4.54833  -0.076
H: 1.34250 1.86206 3.01849  0.035
H: 1.82661 3.21242 3.39161  0.023
O: 1.20481 2.81658 2.80601  -0.060
H: -0.46155 -2.76879 3.31051  0.091
H: 0.66640 -2.28698 2.27178  -0.035
O: 0.55249 -2.54046 3.15894  -0.083
H: -2.97436 1.56411 4.41255  0.096
H: -1.52511 1.29253 3.87554  0.005
O: -2.38197 0.90315 3.90881  -0.069



Energy above the lowest of the compared OMol25 structures with the same formula, charge and spin? In order: 0.00 104.61 103.33 0.00 86.90 kcal/mol.